A molecular structure, C32H64NO18S6, computed with ωB97M-V with the def2-TZVPD basis set.

## Properties
Energy above the lowest of the compared OMol25 structures with the same formula, charge and spin: 530.6 kJ/mol
Total charge: +1
2S+1: 1

The geometry in XYZ format:
```
121
Properties=species:S:1:pos:R:3:forces:R:3
N -15.4580 -23.6427 7.6184 2.8100 0.4391 -3.6625
H -16.0714 -24.2941 7.2173 -1.1164 -1.0306 -1.6891
H -14.6837 -23.2550 6.9889 -1.1811 -1.0313 0.4629
H -15.0550 -24.1460 8.3195 1.6584 -1.1502 3.1865
H -15.9806 -22.8948 7.8797 -2.1371 2.7411 1.6702
C -16.0128 -22.0410 12.3829 -0.1144 -1.7102 -0.6533
C -15.2852 -21.1817 11.3644 -2.4376 2.8595 -0.1197
C -14.0030 -20.4079 11.8415 -0.8166 -1.7892 3.5364
O -13.0823 -20.7608 10.8316 0.3554 1.6152 0.0684
C -13.6556 -21.5726 9.9333 2.2222 -0.4848 -0.2289
O -13.0681 -21.9822 8.9803 -0.2136 -0.1149 -0.5484
O -14.8408 -21.9363 10.3185 0.2117 -2.7393 -1.6172
H -17.0595 -22.3204 12.1779 0.4139 0.0859 -1.2130
H -16.2596 -21.4714 13.2549 1.0314 0.1202 1.2034
H -15.4534 -23.0651 12.4451 -0.6955 2.0839 0.6483
H -15.9469 -20.5439 10.7219 -0.3098 0.4568 1.8213
H -13.7270 -21.0911 12.8004 -0.0840 2.0888 -1.7199
H -14.1063 -19.2659 12.1766 0.3813 -2.6231 -1.3182
C -18.8711 -23.0431 1.4427 5.4215 0.4018 1.4120
C -17.9973 -24.1163 2.2138 -1.6001 0.4536 0.8017
C -16.5031 -24.2129 1.9044 -2.6525 5.8476 -1.2337
O -15.9470 -23.5626 3.0105 2.4552 0.3411 -0.0549
C -16.8308 -23.3979 3.9974 4.7853 3.2072 4.2291
O -16.5316 -22.9194 5.1107 -0.4883 -1.5694 -2.7104
O -17.9670 -23.6367 3.5976 -5.2154 -1.3602 -1.0665
H -18.4558 -22.9866 0.4809 -0.2562 -0.4501 -1.9002
H -18.5684 -22.0161 1.7820 -0.3750 -0.9628 0.4171
H -19.8598 -23.1634 1.5323 -3.6020 -0.6035 0.0743
H -18.4330 -25.1168 2.4181 -0.1193 0.5579 -1.1904
H -16.2044 -23.8193 0.8925 -0.3851 0.8274 1.1424
H -16.1474 -25.0910 1.8132 2.1395 -6.7884 0.1772
C -13.1178 -29.3179 5.7524 -2.2357 -0.0759 -1.1880
C -11.9556 -28.6611 4.9891 -7.6975 4.6882 4.0309
C -12.5764 -27.3897 4.3735 3.2069 2.4413 -1.7194
S -14.1523 -27.0526 5.1202 -0.1472 -1.7035 -2.3229
O -15.2062 -27.5237 4.2592 -0.1615 0.2723 -0.3555
O -14.1359 -25.7738 5.6686 -0.5562 3.9770 0.6815
C -13.9220 -28.0982 6.3959 2.2393 -3.9163 -2.8163
H -12.7769 -29.9057 6.5143 1.2224 -1.4077 2.2805
H -13.7747 -30.1550 5.1851 1.1869 2.6184 0.6672
H -11.6065 -29.1838 4.3297 3.5338 -6.0346 -7.4770
H -11.1873 -28.4439 5.5771 2.9943 1.1837 3.0373
H -12.7073 -27.5078 3.2301 0.1950 0.4665 1.8870
H -11.7879 -26.4121 4.6325 -2.5732 -2.6677 -0.9933
H -14.7855 -28.3439 6.8254 -3.5841 -0.9929 1.8280
H -13.3442 -27.5155 6.9862 2.1346 1.3232 2.4932
C -9.4784 -25.4068 8.6898 2.0069 -0.4437 -1.6925
C -10.2207 -26.7370 8.5233 3.0803 -1.6979 -0.3492
C -11.1854 -26.7436 9.7723 8.3168 6.8457 0.4346
S -11.8783 -25.1785 9.4354 -3.1191 3.2536 0.6803
O -12.2521 -24.5085 10.6680 -0.0395 -0.6448 0.2182
O -12.9593 -25.2954 8.4469 1.1615 -0.5573 0.4641
C -10.4693 -24.2978 8.7789 -2.9068 -0.4706 -5.1368
H -8.7453 -25.2897 7.8165 -0.7229 0.0535 1.5763
H -9.0119 -25.4631 9.6611 0.9483 0.1730 0.1042
H -9.4017 -27.6619 8.2983 -2.3820 2.3502 1.3428
H -10.6524 -26.6025 7.5305 -1.1389 -0.5482 0.2799
H -10.6699 -26.4855 10.8298 -0.9383 -1.4562 -2.4718
H -11.8440 -27.3838 9.6921 -6.5699 -6.5076 0.0332
H -10.2061 -23.4022 9.2102 0.4627 1.5731 1.9293
H -10.9591 -23.7996 7.6953 1.5218 -1.9139 2.7275
C -14.5722 -27.2808 11.5406 -5.2295 -0.7934 4.0140
C -14.8723 -26.0123 12.4558 -3.7597 -2.9862 -3.6161
C -16.3934 -25.9260 12.4716 2.5283 3.3653 -3.9774
S -16.8467 -26.2057 10.7789 2.4488 3.3586 -2.6466
O -16.7100 -24.9803 9.9560 0.0282 -0.9768 1.7698
O -18.0139 -26.9390 10.5522 -2.8958 -1.8612 0.4270
C -15.4156 -27.1386 10.3485 -2.7859 -6.2133 2.2866
H -14.9564 -28.2500 12.1265 1.6303 2.0070 -1.0796
H -13.6117 -27.1246 11.4156 4.9706 -0.6105 -0.9569
H -14.3679 -25.2823 11.9811 1.6712 3.1325 -0.6556
H -14.7084 -26.3336 13.3606 2.2412 -0.6749 5.0956
H -16.8160 -25.0576 12.8494 -0.7290 1.9684 0.3473
H -16.7525 -26.6533 12.9885 -2.2859 -4.9477 3.2691
H -14.9728 -26.6848 9.5997 2.0080 2.1021 -3.9909
H -15.7512 -28.2894 10.1270 0.4648 3.0902 -0.3468
C -11.3824 -23.5752 3.3113 0.4597 -0.0107 1.0057
C -12.3710 -22.3879 3.0552 -0.8024 -1.0909 -4.2969
C -11.9929 -21.2049 3.8589 -0.5547 -5.5760 0.1684
S -11.6876 -21.9782 5.3288 0.0836 1.3797 2.6315
O -12.9505 -22.3572 5.8832 -0.7395 -0.8554 0.1160
O -10.8286 -21.1745 6.1246 1.0519 0.6214 1.0007
C -10.8166 -23.3590 4.7507 -0.2883 -0.5074 -1.2245
H -10.5121 -23.5793 2.6887 0.2407 0.1834 -0.8175
H -11.6566 -24.6357 3.4333 -1.1880 0.6788 -1.2791
H -13.3325 -22.7532 3.2805 -1.3230 -0.2062 0.8785
H -12.5796 -22.0538 1.9497 1.1062 -0.9172 1.6626
H -12.6344 -20.4812 3.8552 -4.7774 3.7438 0.8630
H -11.2505 -20.7158 3.4819 5.5440 2.2490 -2.0130
H -11.1878 -24.2395 5.3509 1.4121 1.0266 -0.0636
H -9.7703 -23.0307 4.5550 -0.4850 -0.8327 1.4159
C -20.5272 -28.5848 6.0956 6.2707 1.1905 -0.2542
C -19.7027 -28.3640 4.7976 -2.6642 6.1452 1.9341
C -18.9543 -27.0044 4.8454 -0.4563 -2.1293 2.7183
S -18.7820 -26.6012 6.6101 0.7973 -1.8879 2.2114
O -19.5976 -25.4664 6.9103 -0.1149 0.9835 -0.1297
O -17.3959 -26.6998 7.1296 -1.7576 0.4190 -1.3655
C -19.7447 -28.0459 7.2506 -1.3100 0.0148 4.2520
H -20.3913 -29.5538 6.2267 -1.1083 -4.7043 0.3387
H -21.3420 -28.2278 5.7273 -6.0087 2.0433 -0.2217
H -20.3747 -28.2284 4.0082 -0.7912 -0.6781 -1.4758
H -19.0614 -29.0465 4.7179 5.0015 -5.7896 -1.3075
H -19.6325 -26.3391 4.4486 -0.5955 2.2252 -1.0192
H -17.9548 -27.0692 4.5617 1.5425 0.2432 -1.3681
H -20.5422 -27.6764 8.1264 2.3987 -0.4100 -2.2501
H -19.1414 -28.9125 7.8671 -0.9789 2.3828 -2.0103
C -21.3434 -24.2430 10.3801 3.0972 1.4591 -1.7010
C -21.7175 -23.8433 8.9507 -2.9267 2.8166 4.3983
C -21.1061 -22.5378 8.6144 -0.3295 0.8697 0.6612
S -19.5361 -22.7502 9.3653 2.4463 -0.1881 1.9814
O -19.3246 -21.7153 10.3596 -0.3151 0.1043 -0.4055
O -18.4737 -23.0678 8.4704 0.7731 0.7469 -1.6772
C -19.7671 -24.2747 10.2482 -4.3043 3.1733 2.4068
H -21.7987 -25.0406 10.8014 -1.1508 -3.6035 0.2454
H -21.6503 -23.5886 11.1423 0.0171 2.0957 0.6349
H -22.7527 -23.6818 8.9878 -1.8265 0.0424 -0.4589
H -21.5550 -24.6506 8.4384 1.4290 -4.0472 -3.8486
H -21.6769 -21.6812 9.0782 0.8834 -0.9566 -0.2591
H -21.0042 -22.3477 7.5780 0.3254 0.0909 -1.0646
H -19.3862 -24.0968 11.2148 0.7994 0.5169 1.1771
H -19.3189 -25.1139 9.9433 1.2865 -2.9150 -2.2279
```
Forces are in eV/Å.

---

A molecular structure, C32H65IInN13O2, computed with ωB97M-V with the def2-TZVPD basis set.

## Properties
Total charge: +2
2S+1: 1

The geometry in XYZ format:
```
114
Properties=species:S:1:pos:R:3:forces:R:3
In 0.4313 0.4010 0.0061 0.3129 -0.0791 0.2016
C 5.3016 1.2054 -1.5567 0.0539 -0.2057 0.1258
N 5.0601 0.4427 -0.3312 0.2403 0.0504 -0.1068
C 6.2479 -0.0003 0.4169 -0.1128 0.0318 -0.2067
C 3.8190 0.1388 0.1224 -0.1620 -0.1465 0.0980
N 2.7926 0.9497 0.0386 -0.2044 -0.0240 -0.0046
C 3.0843 2.3794 -0.0878 -0.0323 -0.1380 0.0570
C 1.8745 3.1726 0.3279 -0.0199 -0.0883 -0.1388
N 0.6397 2.7599 -0.3888 -0.3416 -0.0306 0.1419
C 0.7648 2.9604 -1.8588 0.0396 0.0758 0.2330
C 1.2497 1.7230 -2.5870 -0.1357 -0.2315 0.0765
N 0.4082 0.5568 -2.2839 0.1698 0.0149 0.1799
C -0.0796 -0.1548 -3.2925 0.0031 -0.0881 0.0325
N -0.3080 -1.4845 -3.1799 0.3063 0.0063 -0.0315
C 0.6286 -2.3904 -2.5221 -0.1382 0.0403 0.0069
C -1.4002 -2.1487 -3.8808 0.0699 -0.0262 0.0345
N -0.3930 0.4028 -4.4967 -0.1087 0.0887 -0.1092
C -1.0220 1.7099 -4.6247 0.0668 -0.1333 -0.0120
C -0.1061 -0.2828 -5.7580 -0.1238 0.0876 0.0886
C -0.4354 3.6411 0.1641 0.3189 0.0839 -0.1485
C -1.8438 3.2352 -0.1644 0.0318 -0.2470 -0.0628
N -2.1755 2.0881 0.6431 -0.2541 -0.2958 0.0752
C -3.3681 2.0397 1.1503 0.0210 -0.1790 -0.0689
N -4.4335 2.7815 0.6944 -0.2357 0.0088 0.0995
C -5.4376 3.3202 1.6076 0.0876 0.0296 -0.1625
C -4.7167 2.9807 -0.7163 0.0142 -0.0935 0.1087
N -3.6320 1.1997 2.2217 -0.1741 0.1438 -0.0067
C -2.7800 1.2137 3.3934 -0.0146 -0.0678 -0.1733
C -4.9491 0.6082 2.4256 0.1844 -0.0039 -0.0009
N 3.6468 -1.0958 0.7337 0.4617 0.3200 0.1110
C 4.3045 -2.2676 0.1712 -0.1422 0.0609 0.0746
C 3.4769 -1.1070 2.1845 -0.2335 -0.0306 -0.1803
H 6.0905 0.7090 -2.1224 0.0191 -0.0100 0.0234
H 4.4101 1.2101 -2.1796 0.0031 -0.0439 0.0448
H 5.6138 2.2329 -1.3616 -0.0152 0.0013 0.0279
H 7.0964 0.5930 0.0850 -0.0195 0.0521 -0.0030
H 6.1247 0.1719 1.4843 -0.0790 -0.0107 0.0011
H 6.4893 -1.0496 0.2489 0.0166 0.0278 -0.0514
H 3.8999 2.6620 0.5812 0.0905 -0.0328 0.0002
H 3.3899 2.6684 -1.0944 -0.0011 0.0254 -0.0113
H 1.7106 3.0232 1.3900 -0.0766 0.0033 0.0408
H 2.0561 4.2365 0.1487 -0.0345 0.0461 -0.0447
H -0.2101 3.2374 -2.2478 -0.0819 0.0458 0.0146
H 1.4411 3.7949 -2.0671 0.0046 0.0608 0.0881
H 1.3178 1.9407 -3.6493 -0.1093 -0.0267 -0.1351
H 2.2567 1.4813 -2.2540 0.0475 -0.0478 -0.0810
H 1.4646 -1.8387 -2.1077 0.0492 0.1173 0.0512
H 0.1458 -2.9354 -1.7142 -0.0596 0.0065 0.0917
H 1.0062 -3.1094 -3.2562 -0.0357 0.0408 0.0052
H -2.1161 -1.4199 -4.2528 0.0349 0.0015 0.0122
H -1.0423 -2.7555 -4.7166 0.0146 0.0255 0.0143
H -1.9117 -2.8098 -3.1773 0.0181 0.0347 0.0048
H -1.2979 2.0954 -3.6450 0.0376 -0.0339 0.0046
H -0.3703 2.4328 -5.1201 0.0283 0.0265 0.0340
H -1.9303 1.6170 -5.2240 0.0035 -0.0185 -0.0283
H 0.5379 -1.1408 -5.5840 -0.0206 0.0118 0.0426
H -1.0163 -0.6143 -6.2634 0.0031 0.0087 0.0298
H 0.4179 0.4061 -6.4226 0.0014 0.0155 0.0282
H -0.3408 3.6255 1.2465 0.1001 0.0137 0.0866
H -0.2479 4.6626 -0.1773 0.1136 0.0689 -0.0601
H -2.4946 4.0945 0.0228 -0.0298 0.0257 0.0014
H -1.9254 3.0090 -1.2372 -0.0484 0.0732 -0.0346
H -5.0794 3.2782 2.6334 0.0127 -0.0039 -0.0437
H -5.6192 4.3671 1.3596 0.0200 0.0135 -0.0156
H -6.3896 2.7872 1.5393 0.0026 0.0142 -0.0048
H -3.9843 2.4643 -1.3316 -0.0299 -0.0339 0.0643
H -5.7049 2.5790 -0.9553 -0.0304 -0.0102 0.0053
H -4.7112 4.0382 -0.9855 0.0198 0.0569 -0.0089
H -1.8025 1.6027 3.1250 0.0182 -0.0095 -0.0453
H -3.2127 1.8270 4.1926 -0.0352 -0.0245 0.0177
H -2.6767 0.1926 3.7829 -0.0096 0.0447 -0.0359
H -5.5277 0.6469 1.5053 0.0442 -0.0072 0.0177
H -4.8310 -0.4430 2.7004 0.0311 0.0115 0.0011
H -5.5162 1.1028 3.2234 0.0485 -0.0363 -0.0656
H 5.0948 -2.6503 0.8216 0.0405 0.0145 0.0185
H 3.5679 -3.0580 0.0335 -0.0794 -0.0626 0.0269
H 4.7315 -2.0302 -0.8012 -0.0187 0.0005 -0.0108
H 4.4323 -1.2828 2.6931 0.0142 -0.0017 -0.0536
H 3.0822 -0.1432 2.5064 0.0694 -0.0838 -0.0654
H 2.7801 -1.8980 2.4717 -0.0049 0.0217 -0.0295
I -5.0080 -3.5481 -0.2716 0.0689 0.0461 0.0049
C -3.6647 -2.0350 -0.6663 -0.0128 -0.1103 0.0926
C -3.7910 -1.0315 -1.5953 0.0061 0.1346 -0.0123
N -2.6705 -0.2860 -1.4893 0.0097 0.0706 0.0914
N -1.8263 -0.7412 -0.5492 -0.2962 0.1277 -0.2483
C -2.4226 -1.8120 -0.0433 0.0510 0.0737 0.0749
H -4.5807 -0.8133 -2.3034 0.1776 0.0070 0.1210
H -2.4212 0.5453 -1.9960 -0.0365 0.0631 -0.0121
H -1.9387 -2.3812 0.7368 -0.0951 0.1582 -0.1632
N -0.0267 -0.8455 4.1300 0.1754 0.6223 -0.4730
C 0.9370 0.2600 4.4539 0.0701 0.2339 0.0715
C 1.1289 1.1499 3.2033 -0.6779 -0.2984 -0.9444
O 1.9991 1.9969 3.2237 -0.2325 -0.2860 0.1195
O 0.2854 0.8494 2.2479 0.7253 0.3670 0.7863
H -0.8038 -0.9140 4.7765 -0.1004 0.0272 0.0994
H -0.3479 -0.5351 3.1707 -0.0430 -0.1664 0.0716
H 0.4049 -1.7590 4.0321 0.1661 -0.1563 -0.0484
H 1.8999 -0.1297 4.7640 0.0050 -0.1484 0.0361
H 0.5409 0.8763 5.2566 -0.0580 -0.0595 0.0591
C 0.3708 -4.1519 3.2244 0.0590 0.0348 0.1119
C 0.4441 -4.1494 1.6931 -0.0150 0.0678 -0.1450
C -0.8122 -4.8340 1.1289 -0.0004 0.0015 -0.0039
C 1.6823 -4.9440 1.2514 0.0043 -0.0279 0.0104
C 0.5270 -2.7506 1.1911 0.0868 0.3258 0.0431
C 0.5948 -1.6039 0.7801 -0.0306 -0.5133 0.0240
H 0.3186 -5.1784 3.5955 -0.0244 0.0834 0.0057
H -0.5234 -3.6250 3.5793 0.0339 -0.1011 -0.0461
H 1.2704 -3.6985 3.6626 -0.0765 -0.0344 -0.0524
H -0.8727 -5.8600 1.5022 0.0061 0.0781 -0.0374
H -0.7766 -4.8717 0.0368 -0.0269 0.0211 0.0759
H -1.7272 -4.3148 1.4279 0.0796 -0.0944 0.0040
H 1.5865 -5.9856 1.5732 0.0186 0.1086 -0.0203
H 2.5968 -4.5349 1.6889 -0.0684 -0.0087 -0.0432
H 1.7780 -4.9336 0.1636 0.0153 0.0059 0.0453
```
Forces are in eV/Å.

---

Computed electronic energy, in the same sequence as the records: -137556.2297; -70965.7492 eV.
Computed E_LUMO, in the same sequence as the records: -1.63; -3.99 eV.